(1)
Entry from OMol25: the molecule BrH9Si5 in a non-equilibrium geometry (ωB97M-V/def2-TZVPD).

Summary:
2S+1: 1
Gap between HOMO and LUMO (alpha / beta) in eV: 6.024 / 6.896
LUMO energy (alpha / beta) in eV: -1.5 / -1.1
Energy above the lowest of the compared OMol25 structures with the same formula, charge and spin in kJ/mol: 240.8

```
15
Properties=species:S:1:pos:R:3:lowdin_charge:R:1
Si 1.4369 0.2745 -1.2117 0.1324
Si -0.0577 -1.5783 -1.0147 0.2969
Si 2.1193 1.7140 0.3138 0.4264
Si -1.6020 -1.4542 0.8157 0.2144
Si -1.5286 0.7251 1.4916 0.0398
Br -2.3291 2.3884 0.1171 0.0927
H 2.4604 0.0632 -2.2716 -0.1093
H 0.4888 1.1307 -1.6889 -0.1731
H -0.4748 -1.9514 -2.3551 -0.1144
H 0.6913 -2.6679 -0.6272 -0.1804
H 3.2631 1.3731 1.3551 -0.1220
H 1.8158 3.1540 0.0002 -0.1253
H -2.8713 -2.1078 0.3308 -0.1062
H -1.1429 -2.1285 2.0364 -0.1103
H -2.2692 1.0649 2.7086 -0.1615
```

***

(2)
Entry from OMol25: a structure of composition C38H44ClF3InN6O4S2 (ωB97M-V/def2-TZVPD).

Summary:
2S+1: 1
Gap between HOMO and LUMO in eV: 6.839
Charge: -1
LUMO energy in eV: 2.4
Energy above the lowest of the compared OMol25 structures with the same formula, charge and spin in kJ/mol: 106.6

```
99
Properties=species:S:1:pos:R:3:lowdin_charge:R:1
In 0.0930 0.5577 -0.2589 0.8570
Cl 0.2172 -6.3466 1.0931 0.5891
C -0.1710 -4.7421 0.4951 -0.6753
C -0.3735 -4.5471 -0.8613 -0.1204
C -0.6733 -3.2809 -1.3277 -0.0021
C -0.7919 -2.1900 -0.4555 -0.3705
O -1.1034 -0.9964 -0.9343 -0.1698
C -0.5760 -2.4137 0.9214 -0.1896
C -0.6945 -1.2837 1.9116 -0.6021
O 0.0198 -0.1677 1.6354 -0.3071
C -0.2685 -3.6869 1.3803 -0.0670
H -0.2833 -5.3796 -1.5464 0.0965
H -0.8126 -3.0976 -2.3846 0.1168
H -0.4844 -1.6275 2.9273 0.0956
H -0.1109 -3.8486 2.4397 0.1137
F 3.8517 -1.6245 -2.4463 0.1351
C 3.1923 -0.6681 -3.1334 -0.5282
F 2.3949 -1.2927 -4.0171 0.1435
F 4.1137 0.0054 -3.8416 0.1305
C 2.3896 0.2511 -2.1745 -0.5687
O 2.6545 1.4342 -2.1354 0.0895
O 1.5352 -0.4196 -1.5134 -0.0575
N -2.8897 1.4134 -0.7761 0.2424
C -3.9476 0.9918 -0.6369 -0.1279
C -5.2522 0.4184 -0.4444 -0.2124
C -5.7693 0.3425 0.8465 -0.0356
C -7.0272 -0.2055 1.0366 -0.0731
C -7.7584 -0.6714 -0.0475 -0.0897
C -7.2328 -0.5982 -1.3303 -0.0846
C -5.9765 -0.0527 -1.5347 -0.0280
H -5.1726 0.6920 1.6805 0.0788
H -7.4328 -0.2772 2.0371 0.1029
H -8.7412 -1.0974 0.1074 0.0984
H -7.7984 -0.9719 -2.1730 0.1002
H -5.5467 0.0042 -2.5249 0.1186
C -4.7400 2.6625 4.7559 -0.0320
C -3.6619 1.6208 4.7006 -0.3389
C -2.7501 1.4536 5.7387 -0.0314
C -1.7933 0.4729 5.5695 -0.1255
N -1.7149 -0.2819 4.4817 0.0868
C -2.6061 -0.0262 3.5283 -0.6472
S -2.5590 -0.9306 2.0218 1.0338
N -3.5882 0.8837 3.5999 0.0978
H -5.2822 2.6226 5.7010 0.0763
H -5.4324 2.5194 3.9298 0.0700
H -4.3017 3.6581 4.6681 0.0823
H -2.7931 2.0574 6.6339 0.1025
H -1.0605 0.2732 6.3445 0.1074
C 4.4586 -2.7663 0.9165 -0.1171
N 5.2494 -1.6069 0.5456 -0.2404
C 6.5798 -1.6379 1.1332 -0.0727
C 4.6101 -0.3715 0.5201 -0.7593
S 3.1397 -0.1348 1.2575 0.7979
N 5.2799 0.5841 -0.1678 -0.2004
C 6.2645 0.2924 -1.1916 -0.0626
C 4.9545 1.9926 -0.0422 -0.0714
H 5.0203 -3.6575 0.6292 0.0856
H 3.5066 -2.7545 0.3920 0.0734
H 4.2541 -2.7965 1.9927 0.0766
H 6.5141 -1.8336 2.2111 0.0905
H 7.0883 -0.6887 0.9909 0.0744
H 7.1799 -2.4268 0.6747 0.0875
H 6.3037 -0.7760 -1.3811 0.0862
H 7.2601 0.6476 -0.9015 0.0852
H 5.9739 0.8051 -2.1108 0.0863
H 4.1051 2.1138 0.6225 0.0296
H 4.6823 2.4031 -1.0144 0.0839
H 5.8248 2.5296 0.3508 0.0885
C -0.3544 6.1552 -3.9068 -0.0651
C -0.4309 4.7102 -3.4846 -0.2861
C -0.7316 3.7241 -4.4091 -0.0428
C -0.7774 2.3986 -3.9886 -0.2699
C -1.0742 1.2830 -4.9551 -0.0421
C -0.5489 2.0993 -2.6617 -0.0542
C -0.2431 3.0627 -1.6783 -0.2677
C -0.1844 4.3864 -2.1552 0.0035
N 0.0315 2.6050 -0.3996 -0.0250
C -0.0435 3.3415 0.8889 -0.5984
C 0.1073 4.8638 0.8335 -0.0655
C 1.0950 2.8308 1.7738 -0.0646
C -1.3854 3.0450 1.5671 -0.0564
H -0.4291 6.2542 -4.9899 0.0649
H 0.5871 6.6091 -3.5917 0.0737
H -1.1625 6.7399 -3.4606 0.0743
H -0.9160 3.9762 -5.4473 0.1007
H -1.3573 1.6759 -5.9323 0.0675
H -1.8861 0.6525 -4.5887 0.0785
H -0.2034 0.6382 -5.0892 0.0783
H -0.6459 1.0451 -2.4077 0.0790
H 0.1029 5.1944 -1.5135 0.0757
H 1.0455 5.1628 0.3656 0.0862
H 0.1159 5.2255 1.8637 0.0785
H -0.7241 5.3473 0.3273 0.0757
H 2.0541 2.9739 1.2757 0.0718
H 0.9900 1.7748 2.0230 0.0335
H 1.0997 3.3753 2.7220 0.0876
H -2.2110 3.3992 0.9481 0.0778
H -1.4340 3.5399 2.5422 0.0829
H -1.5261 1.9755 1.7296 0.0448
```

***

(3)
Entry from OMol25: a structure of composition C24H36As2S3TeTi (ωB97M-V/def2-TZVPD).

Summary:
2S+1: 3
Gap between HOMO and LUMO (alpha / beta) in eV: 7.295 / 7.889
Charge: +2
LUMO energy (alpha / beta) in eV: -5.9 / -5.8
<S²>: 2.01
Energy above the lowest of the compared OMol25 structures with the same formula, charge and spin in kJ/mol: 75.5

```
67
Properties=species:S:1:pos:R:3:mulliken_spin:R:1
Ti 0.1782 -0.1737 0.5792 1.8991
C -1.3065 -1.4207 3.8292 -0.0007
C 0.0214 -0.7596 4.1656 0.0003
S 1.2891 -0.7472 2.8838 -0.0126
C 1.7079 -2.4903 2.5938 0.0138
C 0.7070 -3.3644 1.8491 0.0069
S 0.1673 -2.6599 0.2573 0.0026
C -1.6013 -3.0508 0.2510 0.0495
C -2.3882 -2.6264 1.4928 -0.0079
S -1.9493 -0.9977 2.1804 -0.0008
H -2.0492 -1.1023 4.5599 0.0014
H -1.2322 -2.5034 3.8990 -0.0016
H 0.4479 -1.2234 5.0566 -0.0004
H -0.1165 0.2962 4.4050 -0.0010
H 1.9441 -2.9446 3.5579 0.0015
H 2.6495 -2.4434 2.0446 -0.0038
H -0.1753 -3.5492 2.4546 0.0017
H 1.1713 -4.3314 1.6555 0.0010
H -1.7442 -4.1176 0.0750 0.0039
H -1.9708 -2.5375 -0.6391 -0.0155
H -2.2870 -3.3581 2.2923 -0.0016
H -3.4478 -2.6053 1.2394 0.0025
C -0.7234 -1.1438 -3.2234 0.0089
As 0.4284 -0.0582 -2.1069 -0.0441
C 0.2862 1.6721 -2.9815 0.0187
C 2.2032 -0.6222 -2.6109 0.0067
C 2.4684 -1.1728 -3.8604 -0.0063
C 3.7679 -1.5190 -4.2011 0.0001
C 4.8054 -1.3061 -3.3045 0.0002
C 4.5466 -0.7502 -2.0600 -0.0017
C 3.2444 -0.4107 -1.7065 0.0218
As 2.8117 0.3428 0.0226 -0.0121
C 4.2835 -0.2749 1.1248 0.0004
C 3.2633 2.2168 -0.1744 0.0070
H -0.5380 -0.9285 -4.2740 -0.0015
H -1.7623 -0.9045 -2.9997 -0.0030
H -0.5376 -2.1991 -3.0301 0.0033
H 0.8191 1.6242 -3.9294 -0.0027
H 0.7181 2.4474 -2.3520 -0.0025
H -0.7610 1.9028 -3.1744 0.0016
H 1.6807 -1.3425 -4.5830 0.0001
H 3.9728 -1.9546 -5.1698 -0.0001
H 5.8191 -1.5724 -3.5723 0.0001
H 5.3716 -0.5926 -1.3769 0.0001
H 5.1923 0.2435 0.8239 -0.0018
H 4.4273 -1.3456 0.9929 -0.0002
H 4.0811 -0.0517 2.1702 0.0004
H 4.2477 2.2906 -0.6337 -0.0008
H 3.2756 2.6910 0.8054 0.0016
H 2.5235 2.7094 -0.8005 0.0003
C -1.8361 4.1571 0.5208 0.0175
Te -0.6276 2.5509 1.2703 0.0166
C -1.9561 1.4682 -0.0584 0.0292
C -3.2790 2.1551 0.1865 0.0358
C -4.5064 1.5228 0.1073 0.0042
C -5.6708 2.2594 0.2980 -0.0017
C -5.6022 3.6183 0.5581 0.0026
C -4.3680 4.2563 0.6357 -0.0038
C -3.2071 3.5258 0.4492 -0.0035
H -1.4353 4.4588 -0.4452 0.0005
H -1.7685 4.9788 1.2282 0.0004
H -2.0287 0.3820 0.1065 -0.0245
H -1.6113 1.6571 -1.0733 -0.0067
H -4.5678 0.4601 -0.0974 0.0004
H -6.6335 1.7688 0.2505 -0.0001
H -6.5106 4.1840 0.7139 0.0001
H -4.3221 5.3162 0.8520 0.0002
```

***

(4)
Entry from OMol25: a cluster of 2 separate species, CO3PS in total in a non-equilibrium geometry (ωB97M-V/def2-TZVPD).

Summary:
2S+1: 1
Gap between HOMO and LUMO in eV: 7.778
Charge: -1
LUMO energy in eV: 3.8
Energy above the lowest of the compared OMol25 structures with the same formula, charge and spin in kJ/mol: 0.0

```
6
Properties=species:S:1:pos:R:3:lowdin_charge:R:1
C 1.6080 0.1725 0.2146 -0.7312
O 1.1616 -0.5383 1.0020 0.0093
O 2.3694 0.7590 -0.4172 0.0981
O -2.9964 -0.5063 -0.0038 -0.6732
P -1.5769 -0.4715 0.3029 0.2376
S -0.5657 0.5846 -1.0985 0.0593
```

***

(5)
Entry from OMol25: a cluster of 3 separate species, C21H38BBr2NO11S2 in total in a non-equilibrium geometry (ωB97M-V/def2-TZVPD).

Summary:
SMILES: CCCCCCCCC[C@H]1C[C@@](CB(O)O)(/C(Br)=C(\C)Br)C(=O)N1.O=S1(=O)OCCO1.O=S1(=O)OCCO1
2S+1: 1
Gap between HOMO and LUMO in eV: 9.283
LUMO energy in eV: -0.1

```
76
Properties=species:S:1:pos:R:3:lowdin_charge:R:1
C 4.4337 -2.2038 -0.7208 -0.1195
C 4.3670 -0.6024 -0.8537 -0.2613
C 3.7371 0.0987 0.4653 -0.2085
C 3.2083 1.5396 -0.0085 -0.2062
C 1.5852 1.6080 0.0715 -0.1956
C 1.2123 3.1191 0.3970 -0.2129
C -0.3084 3.3665 0.8049 -0.2199
C -0.8598 2.4392 1.9836 -0.1780
C -2.4000 2.1411 1.7029 -0.1410
C -2.8240 0.5989 1.7541 -0.2686
C -3.4921 0.1453 0.3514 -0.1126
C -2.5049 -0.9121 -0.3805 -0.2809
C -3.5997 -1.8997 -1.0543 -0.0250
B -4.3648 -1.1300 -2.2834 -0.5279
O -3.9507 -1.3780 -3.6552 0.0766
O -5.4180 -0.1689 -2.1021 0.0806
C -1.6625 -0.2420 -1.5459 -0.5216
Br -1.9727 1.6299 -2.1791 0.7279
C -0.6542 -0.9457 -2.2249 -0.6282
C -0.2523 -2.4418 -1.9300 -0.0937
Br 0.3906 -0.0495 -3.6699 0.6659
C -1.7509 -1.4195 0.9275 -0.3154
O -1.1693 -2.4858 1.1778 0.0447
N -1.8133 -0.4566 2.0059 0.1088
H 3.5105 -2.6691 -1.1918 0.0608
H 4.4845 -2.5112 0.3788 0.0757
H 5.3453 -2.5538 -1.2923 0.0611
H 5.3821 -0.1366 -1.0445 0.1060
H 3.6861 -0.2699 -1.7102 0.0884
H 2.9008 -0.5487 0.8685 0.0979
H 4.5237 0.1926 1.2842 0.1079
H 3.5697 2.2803 0.7873 0.1000
H 3.5597 1.8413 -1.0390 0.1062
H 1.2966 0.8610 0.8694 0.0905
H 1.2018 1.2320 -0.9282 0.0784
H 1.9111 3.6098 1.1558 0.1098
H 1.3842 3.7057 -0.5748 0.1167
H -0.9482 3.3462 -0.1309 0.0441
H -0.3655 4.4462 1.1883 0.1119
H -0.2227 1.5297 2.1834 0.0891
H -0.8164 3.0686 2.9387 0.1115
H -2.7621 2.5540 0.7013 0.0828
H -3.0195 2.6890 2.4925 0.1126
H -3.7274 0.6009 2.4567 0.1289
H -3.9461 0.9695 -0.2715 0.0846
H -4.4338 -0.3791 0.7395 0.1305
H -3.1392 -2.8472 -1.4697 0.1125
H -4.3941 -2.2270 -0.3030 0.1247
H -3.7435 -0.4725 -3.9807 0.0933
H -5.0249 0.7145 -2.2683 0.0851
H 0.8507 -2.4522 -1.6761 0.0797
H -0.9139 -2.9712 -1.1854 0.0698
H -0.3483 -3.0164 -2.9173 0.0959
H -1.7795 -0.8552 2.9512 0.1359
C 4.3558 0.8638 -6.2642 -0.1684
C 3.3005 -0.1580 -5.8746 -0.1985
O 4.0075 -1.3930 -5.7566 -0.1882
S 5.5143 -1.0935 -5.2386 0.6456
O 5.5528 -1.2964 -3.8229 -0.2260
O 6.4331 -1.7213 -6.1355 -0.2215
O 5.5210 0.5028 -5.5210 -0.1880
H 4.5960 0.7976 -7.3289 0.1333
H 4.0521 1.8826 -6.0244 0.1362
H 2.5063 -0.2392 -6.6159 0.1364
H 2.8648 0.0764 -4.8994 0.0551
C -3.5797 -0.9728 7.7954 -0.1677
C -2.6404 -1.8330 6.9662 -0.1678
O -2.5696 -1.1831 5.6956 -0.2017
S -2.7223 0.4166 5.9099 0.6322
O -1.4133 0.9923 5.9283 -0.2205
O -3.7657 0.8889 5.0536 -0.2286
O -3.2755 0.3758 7.4317 -0.1866
H -4.6244 -1.1675 7.5387 0.1341
H -3.4365 -1.1197 8.8656 0.1372
H -2.9999 -2.8551 6.8556 0.1380
H -1.6349 -1.8460 7.3957 0.1353
```

***

(6)
Entry from OMol25: a cluster of 2 separate species, C4H6N2O in total in a non-equilibrium geometry (ωB97M-V/def2-TZVPD).

Summary:
SMILES: N#[N+][O-].C=C1CC1
2S+1: 1
Gap between HOMO and LUMO in eV: 10.118
LUMO energy in eV: 1.1
Energy above the lowest of the compared OMol25 structures with the same formula, charge and spin in kJ/mol: 590.2

```
13
Properties=species:S:1:pos:R:3:lowdin_charge:R:1
C 0.2665 -0.9558 -0.6147 -0.1317
C 0.8275 -0.6094 0.6930 -0.1379
C -0.7209 1.4666 0.0835 0.0341
C -0.1420 0.2687 0.0614 -0.3783
N -3.1613 -0.1272 0.1565 -0.2802
N -2.2127 -0.5664 0.4837 0.2524
O -4.1498 0.2920 -0.2291 0.1258
H 1.0091 -0.6393 -1.4570 0.1494
H -0.5833 -1.6861 -0.8130 0.1131
H 0.5370 -0.9289 1.6248 0.0774
H 1.8985 -0.4174 0.7612 0.1122
H -0.7294 2.0238 0.9321 0.0338
H -1.4538 1.6118 -0.6241 0.0300
```